1.
Computed, not measured: a molecular structure, H16NaO8, with ωB97M-V with the def2-TZVPD basis set.

Properties
multiplicity: 1
orbital gap: 10.2603 eV
HOMO: -0.5075 Ha
energy above the lowest of the compared OMol25 structures with the same formula, charge and spin: 36.6 kJ/mol
total charge: +1
E: -773.685658 a.u.

Last column: natural (NBO) charge in e.
Positions of all 25 atoms, in Å:
Na  0.350  0.044  0.220  0.927
O  2.023  1.846  0.244  -0.979
H  2.660  1.771  -0.476  0.491
H  2.551  2.074  1.021  0.507
O  -0.235  3.475  1.177  -0.952
H  0.527  3.113  0.707  0.472
H  -0.939  2.827  1.063  0.470
O  1.683  -1.644  -0.820  -0.962
H  1.337  -2.518  -1.035  0.485
H  2.200  -1.404  -1.598  0.490
O  -0.906  -2.023  1.163  -0.968
H  -0.562  -2.837  0.782  0.479
H  -1.829  -2.226  1.358  0.498
O  -1.952  1.047  0.689  -0.974
H  -2.608  0.766  1.338  0.502
H  -2.478  1.420  -0.030  0.489
O  1.596  -0.851  2.103  -0.970
H  2.349  -1.443  2.007  0.489
H  0.915  -1.378  2.542  0.493
O  -0.444  0.765  -1.986  -0.979
H  -0.940  1.593  -2.014  0.496
H  0.057  0.764  -2.812  0.499
O  -2.160  -1.799  -1.943  -0.935
H  -1.745  -0.939  -1.797  0.477
H  -1.450  -2.444  -1.901  0.457

2.
Computed, not measured: 8 unconnected molecules or ions with the total composition H16O8 at a distorted geometry, with ωB97M-V with the def2-TZVPD basis set.

Properties
structure (SMILES): O.O.O.O.O.O.O.O
multiplicity: 1
orbital gap: 11.0357 eV
HOMO: -0.4030 Ha
energy above the lowest of the compared OMol25 structures with the same formula, charge and spin: 222.8 kJ/mol
E: -611.497768 a.u.

Last column: natural (NBO) charge in e.
Positions of all 24 atoms, in Å:
O  1.248  -0.193  -2.642  -0.962
H  1.582  -0.026  -1.769  0.484
H  1.877  0.253  -3.203  0.484
O  0.844  0.737  -0.018  -0.976
H  0.633  1.291  0.698  0.497
H  0.109  0.114  -0.127  0.512
O  3.440  0.915  -0.135  -0.966
H  3.889  0.165  0.162  0.452
H  2.508  0.671  0.024  0.480
O  -0.981  0.049  3.154  -0.987
H  -0.676  -0.622  3.774  0.474
H  -0.939  -0.492  2.317  0.491
O  0.013  -2.503  -1.721  -0.955
H  0.257  -1.655  -2.017  0.490
H  0.804  -2.971  -1.568  0.455
O  -1.130  -1.469  0.793  -0.952
H  -1.914  -2.016  0.883  0.501
H  -0.325  -1.954  1.051  0.486
O  -2.209  0.857  -1.403  -0.938
H  -2.760  1.242  -2.067  0.463
H  -1.991  1.629  -0.875  0.474
O  -1.233  2.209  1.269  -0.981
H  -2.173  2.100  1.379  0.476
H  -0.873  1.669  2.044  0.498

3.
Computed, not measured: 8 unconnected molecules or ions with the total composition H16O8, with ωB97M-V with the def2-TZVPD basis set.

Properties
structure (SMILES): O.O.O.O.O.O.O.O
multiplicity: 1
orbital gap: 11.2512 eV
HOMO: -0.4088 Ha
energy above the lowest of the compared OMol25 structures with the same formula, charge and spin: 264.1 kJ/mol
E: -611.482040 a.u.

Last column: natural (NBO) charge in e.
Positions of all 24 atoms, in Å:
O  1.378  1.550  -22.804  -0.938
H  1.756  1.236  -21.982  0.471
H  0.451  1.321  -22.744  0.466
O  -2.086  -0.028  -17.124  -0.934
H  -2.594  -0.268  -16.349  0.467
H  -1.791  0.866  -16.951  0.467
O  2.643  1.379  -18.268  -0.951
H  2.709  2.321  -18.111  0.475
H  2.402  1.010  -17.418  0.476
O  4.153  5.258  -18.914  -0.946
H  3.370  5.790  -19.060  0.469
H  4.727  5.469  -19.650  0.478
O  6.224  0.658  -18.931  -0.941
H  6.267  0.763  -17.981  0.465
H  5.288  0.594  -19.123  0.476
O  5.949  6.510  -15.882  -0.939
H  5.592  7.395  -15.957  0.464
H  5.306  5.953  -16.321  0.475
O  1.495  -1.403  -15.140  -0.942
H  1.757  -1.285  -14.227  0.468
H  1.266  -2.330  -15.206  0.474
O  2.682  -3.492  -18.538  -0.937
H  2.421  -2.571  -18.523  0.470
H  1.940  -3.944  -18.940  0.466

4.
Computed, not measured: 8 unconnected molecules or ions with the total composition H16O8 at a distorted geometry, with ωB97M-V with the def2-TZVPD basis set.

Properties
structure (SMILES): O.O.O.O.O.O.O.O
multiplicity: 1
orbital gap: 10.5965 eV
HOMO: -0.4012 Ha
energy above the lowest of the compared OMol25 structures with the same formula, charge and spin: 233.3 kJ/mol
E: -611.493746 a.u.

Last column: natural (NBO) charge in e.
Positions of all 24 atoms, in Å:
O  0.021  0.750  -0.438  -0.968
H  0.277  -0.154  -0.675  0.474
H  -0.881  0.658  -0.282  0.492
O  2.650  0.354  -2.065  -0.956
H  3.054  -0.528  -1.806  0.470
H  1.808  0.295  -2.483  0.487
O  -2.289  -0.530  0.129  -0.961
H  -3.231  -0.363  0.337  0.501
H  -2.298  -1.052  -0.667  0.471
O  1.831  0.755  1.577  -0.959
H  1.845  -0.154  1.825  0.457
H  1.354  0.855  0.752  0.511
O  0.819  -1.997  -0.822  -0.937
H  0.028  -2.379  -0.530  0.482
H  1.291  -2.100  -0.020  0.482
O  -3.256  1.914  2.098  -0.970
H  -2.292  1.975  1.850  0.497
H  -3.237  2.325  2.991  0.467
O  -0.196  2.110  2.680  -0.974
H  -0.500  1.658  3.471  0.454
H  0.476  1.505  2.352  0.490
O  0.586  -1.813  -3.486  -0.967
H  0.968  -1.905  -2.633  0.481
H  1.172  -2.177  -4.157  0.474

5.
Computed, not measured: 8 unconnected molecules or ions with the total composition H16O8, with ωB97M-V with the def2-TZVPD basis set.

Properties
structure (SMILES): O.O.O.O.O.O.O.O
multiplicity: 1
orbital gap: 9.9093 eV
HOMO: -0.3737 Ha
energy above the lowest of the compared OMol25 structures with the same formula, charge and spin: 175.7 kJ/mol
E: -611.515678 a.u.

Last column: natural (NBO) charge in e.
Positions of all 24 atoms, in Å:
O  0.966  1.763  -2.098  -0.963
H  1.127  2.218  -1.258  0.486
H  1.713  1.167  -2.199  0.470
O  1.029  2.785  0.627  -0.974
H  1.028  3.749  0.587  0.497
H  1.749  2.563  1.226  0.491
O  -1.001  -3.606  -0.710  -0.954
H  -0.804  -2.915  -1.352  0.483
H  -1.647  -4.162  -1.156  0.481
O  -1.219  -2.689  2.065  -0.976
H  -0.698  -1.881  2.027  0.477
H  -1.217  -3.015  1.155  0.486
O  2.271  -1.640  0.164  -0.957
H  2.423  -2.185  -0.614  0.489
H  2.721  -2.103  0.877  0.488
O  -1.535  0.049  -1.683  -0.974
H  -1.171  -0.322  -0.870  0.480
H  -0.979  0.820  -1.850  0.483
O  -0.034  -0.301  0.923  -0.989
H  0.183  0.634  0.851  0.479
H  0.788  -0.767  0.686  0.498
O  -2.118  3.460  0.600  -0.938
H  -2.272  3.412  1.548  0.467
H  -1.305  2.966  0.458  0.470